Here is a structure of composition C23H25B2F15N3Na3O21S2 in a non-equilibrium geometry from OMol25. Energies are from ωB97M-V/def2-TZVPD.

```
94
Properties=species:S:1:pos:R:3:lowdin_charge:R:1
C -1.950 1.802 -1.172 -0.157
C -0.788 0.749 -1.443 -0.495
S 0.288 0.753 0.037 0.931
C 1.226 2.336 -0.007 -0.400
N 1.267 3.060 1.269 -0.190
C 1.312 2.194 2.450 -0.289
O 2.392 1.295 2.389 -0.097
O 1.945 -0.009 2.689 -0.033
S 0.079 4.254 1.436 0.638
O 0.730 5.481 1.347 -0.210
O -0.577 4.125 2.707 -0.341
F -1.041 4.211 0.232 -0.212
H -1.919 2.042 -0.113 0.023
H -1.746 2.674 -1.793 0.080
H -2.893 1.308 -1.394 0.041
H -1.281 -0.252 -1.599 0.037
H -0.251 0.985 -2.360 0.063
H 2.253 2.104 -0.304 0.106
H 0.835 2.958 -0.818 0.098
H 0.366 1.699 2.692 0.115
H 1.522 2.849 3.300 0.109
H 2.075 -0.543 1.897 0.087
C 1.527 3.351 7.147 -0.044
C 1.278 2.199 6.197 -0.301
O 1.873 1.108 6.872 0.132
C 1.785 1.387 8.208 -0.536
O 1.933 0.598 9.058 0.221
O 1.493 2.704 8.419 0.082
F 1.907 2.384 5.027 0.099
H 2.502 3.813 6.995 0.171
H 0.765 4.126 7.085 0.073
H 0.218 1.979 6.012 0.178
Na -1.048 4.334 6.720 0.794
C -5.272 2.121 2.442 -0.008
C -5.072 1.451 1.069 -0.436
C -5.222 2.370 -0.155 -0.282
F -6.445 2.980 -0.212 0.065
F -5.101 1.667 -1.288 0.111
F -5.888 0.382 0.978 0.143
F -3.810 0.959 1.057 0.125
O -6.571 2.041 3.050 0.075
C -7.548 2.908 2.657 -0.500
C -8.678 2.231 1.879 -0.260
F -8.219 1.520 0.845 0.125
F -9.513 3.187 1.383 0.094
F -6.991 3.962 1.946 -0.001
F -8.054 3.443 3.771 0.182
H -4.632 1.576 3.133 0.158
H -4.889 3.142 2.452 0.150
H -4.448 3.143 -0.160 0.178
H -9.239 1.561 2.533 0.191
C 2.673 -3.109 6.550 -0.680
O 2.981 -3.926 5.704 0.034
N 2.428 -1.793 6.254 0.160
N 2.542 -3.434 7.876 0.145
H 2.174 -1.109 6.936 0.052
H 2.515 -1.517 5.294 0.096
H 2.714 -4.387 8.132 0.100
H 2.291 -2.776 8.589 0.086
F 0.093 5.808 3.830 -0.665
Na -7.524 5.538 0.887 0.879
C 0.487 -2.475 -3.922 0.004
C 0.681 -3.775 -4.218 -0.202
C 1.937 -4.489 -3.767 -0.303
O 2.066 -5.656 -4.028 0.159
C 2.930 -3.715 -3.027 0.111
C 2.714 -2.416 -2.742 -0.227
C 1.467 -1.726 -3.170 -0.304
O 1.291 -0.554 -2.883 0.064
O 3.576 -1.686 -2.071 0.153
O -0.214 -4.450 -4.894 0.145
H -0.397 -1.945 -4.236 0.069
H 3.830 -4.227 -2.719 0.148
H 3.191 -0.795 -2.000 0.113
H 0.129 -5.368 -5.016 0.113
B 6.508 0.094 -2.158 -1.253
F 6.405 -0.953 -3.088 0.082
F 5.204 0.474 -1.742 0.055
F 7.240 -0.333 -1.038 0.080
F 7.141 1.196 -2.750 0.084
B 2.313 -4.591 -8.774 -0.859
O 1.920 -4.975 -7.390 0.233
C 1.180 -6.062 -7.468 -0.384
O 0.694 -6.628 -6.526 0.126
C 1.039 -6.466 -8.921 -0.403
O 0.428 -7.406 -9.330 0.157
O 1.703 -5.601 -9.670 0.241
O 1.832 -3.232 -9.099 0.221
C 2.890 -2.485 -9.407 -0.402
O 2.845 -1.335 -9.716 0.156
C 4.136 -3.338 -9.295 -0.399
O 5.251 -2.982 -9.502 0.171
O 3.779 -4.568 -8.923 0.233
Na -1.572 -1.527 -3.129 0.728
```

Highest occupied orbital energy in Eh: -0.29969
HOMO-LUMO gap in eV: 4.1027